(1)
The ion C5H11NO2 with charge -1, computed with ωB97M-V with the def2-TZVPD basis set.

Output
Multiplicity   2
Molar mass   117.15 g mol⁻¹
Kohn-Sham gap (spin up / spin down)   4.14 / 7.28 eV
Energy above the lowest of the compared OMol25 structures with the same formula, charge and spin   64.5 kJ/mol
Net charge   -1
LUMO (spin up / spin down)   4.093 / 4.044 eV
⟨S²⟩   0.7540
DFT total energy   -10947.16892 eV

XYZ file:
```
19
Properties=species:S:1:pos:R:3:forces:R:3:lowdin_spin:R:1
O 1.192 -0.834 2.088 -0.04 -0.17 0.05 0.3713
C 0.782 -0.945 0.869 0.27 0.58 -0.17 0.3921
C 0.007 0.162 0.159 -0.63 -1.41 0.51 0.0467
C -1.473 -0.275 -0.057 0.09 0.30 0.19 0.0379
C -2.376 -0.042 1.150 -0.72 0.44 0.01 0.0044
N 0.522 0.540 -1.159 -0.04 0.69 -0.16 0.0296
C 1.890 0.979 -1.207 -0.41 -0.58 0.14 0.0064
O 2.841 -0.078 -1.281 0.14 -0.09 0.03 0.0316
H 0.914 -1.857 0.249 -0.04 -0.16 0.20 0.0405
H -0.021 1.009 0.847 0.28 0.32 -0.18 0.0009
H -1.878 0.307 -0.891 -0.05 -0.14 -0.19 0.0077
H -1.481 -1.349 -0.281 -0.02 0.21 -0.32 0.0079
H -2.198 0.928 1.618 0.38 -0.03 0.11 0.0005
H -2.308 -0.814 1.911 0.23 -0.06 0.10 0.0017
H -3.440 0.043 0.862 0.25 -0.39 -0.12 0.0011
H 0.372 -0.213 -1.819 0.06 -0.03 -0.04 0.0015
H 2.029 1.546 -2.118 0.23 0.30 -0.24 0.0010
H 2.060 1.622 -0.335 0.06 -0.07 -0.03 0.0012
H 2.565 -0.729 -0.603 -0.06 0.29 0.12 0.0162
```
Forces are in eV/Å.

(2)
An isolated molecule of C24H35N5O, computed with ωB97M-V with the def2-TZVPD basis set.

Output
Molar mass   409.58 g mol⁻¹
Kohn-Sham gap   8.39 eV
Energy above the lowest of the compared OMol25 structures with the same formula, charge and spin   12.7 kJ/mol
SMILES   CCc1nccn1CCC(=O)N1CCC[C@@H](N2CCN(c3ccccc3C)CC2)C1
Net charge   0
LUMO   0.684 eV
DFT total energy   -34955.05767 eV

XYZ file:
```
65
Properties=species:S:1:pos:R:3:forces:R:3:lowdin_charge:R:1
C -2.266 -4.009 -0.951 0.13 0.12 -0.02 -0.0813
C -1.771 -2.593 -0.648 -0.08 -0.26 0.15 -0.1712
C -2.789 -1.575 -1.023 0.30 -0.06 0.07 -0.3427
N -2.761 -0.890 -2.139 0.46 -0.18 -0.29 0.1042
C -3.881 -0.121 -2.149 -0.27 0.02 0.19 -0.1533
C -4.599 -0.342 -1.012 -0.20 0.19 -0.26 -0.0862
N -3.901 -1.278 -0.292 0.04 0.04 -0.38 -0.0298
C -4.243 -1.694 1.042 -0.07 0.00 0.56 -0.1175
C -3.976 -0.557 2.044 0.16 -0.22 -0.12 -0.0551
C -2.487 -0.243 1.957 -0.29 0.14 0.26 -0.4443
O -1.680 -1.145 2.128 0.00 -0.39 0.08 0.0365
N -2.088 1.001 1.623 0.16 0.17 0.01 -0.0325
C -2.865 2.216 1.554 -0.48 0.23 -0.21 -0.1441
C -2.943 2.728 0.114 0.12 0.16 0.23 -0.1577
C -1.537 2.900 -0.454 -0.21 -0.40 -0.11 -0.1334
C -0.769 1.574 -0.333 -0.18 0.41 0.12 -0.2833
N 0.486 1.650 -1.039 0.13 -0.08 -0.04 -0.1283
C 0.925 0.466 -1.746 0.02 -0.25 0.05 -0.1440
C 1.778 -0.475 -0.886 -0.14 0.13 -0.34 -0.1601
N 2.932 0.274 -0.430 -0.10 -0.03 -0.12 -0.1150
C 4.050 -0.452 0.023 0.26 -0.17 0.04 -0.2005
C 3.935 -1.743 0.535 -0.15 0.10 0.00 -0.0229
C 5.051 -2.449 0.944 0.08 -0.08 0.05 -0.0934
C 6.305 -1.874 0.851 0.06 -0.07 0.04 -0.0979
C 6.430 -0.601 0.324 -0.02 -0.05 0.06 -0.0554
C 5.325 0.119 -0.103 -0.03 0.07 0.00 -0.2092
C 5.517 1.468 -0.731 0.02 -0.04 0.04 -0.0468
C 2.519 1.394 0.396 -0.14 0.29 -0.01 -0.1404
C 1.608 2.323 -0.422 0.13 0.00 0.10 -0.1478
C -0.725 1.187 1.163 0.34 -0.39 -0.30 -0.0811
H -2.497 -4.104 -2.010 -0.05 -0.07 -0.08 0.0778
H -1.498 -4.735 -0.696 0.02 -0.12 0.02 0.0714
H -3.164 -4.243 -0.383 -0.08 -0.06 0.04 0.0663
H -1.514 -2.499 0.409 0.07 0.01 -0.10 0.0894
H -0.878 -2.391 -1.241 -0.03 0.09 0.05 0.1072
H -4.092 0.536 -2.968 -0.15 0.16 -0.13 0.0969
H -5.530 0.059 -0.666 -0.19 0.08 0.09 0.1162
H -5.300 -1.980 1.072 0.16 -0.02 -0.01 0.1320
H -3.631 -2.556 1.312 -0.10 0.07 -0.05 0.1216
H -4.205 -0.909 3.051 0.01 0.05 0.01 0.1281
H -4.610 0.293 1.806 -0.04 -0.03 0.03 0.0930
H -3.861 2.069 1.970 0.10 0.00 0.04 0.1110
H -2.357 2.966 2.174 -0.09 -0.05 0.01 0.1305
H -3.481 3.677 0.097 -0.06 0.03 0.00 0.1133
H -3.492 2.009 -0.497 -0.02 0.03 0.05 0.0879
H -1.583 3.188 -1.504 0.06 0.03 -0.03 0.1196
H -1.011 3.688 0.090 0.09 0.09 0.03 0.1117
H -1.361 0.808 -0.846 0.02 0.03 0.08 0.1300
H 0.054 -0.061 -2.139 -0.03 0.01 -0.03 0.1079
H 1.539 0.803 -2.589 0.02 -0.15 -0.02 0.1253
H 2.122 -1.314 -1.494 -0.03 -0.03 0.04 0.1306
H 1.170 -0.866 -0.053 0.04 -0.06 -0.01 0.1133
H 2.961 -2.199 0.626 -0.11 -0.02 -0.01 0.1041
H 4.937 -3.447 1.343 -0.01 -0.07 0.03 0.0997
H 7.181 -2.417 1.174 0.07 -0.05 0.02 0.0976
H 7.412 -0.159 0.225 0.09 0.05 -0.03 0.1093
H 4.696 1.685 -1.409 -0.03 0.08 -0.06 0.0727
H 5.559 2.254 0.025 -0.02 0.11 -0.01 0.0806
H 6.454 1.493 -1.283 0.05 0.04 -0.03 0.0782
H 3.397 1.946 0.728 -0.01 0.01 0.02 0.1136
H 1.988 1.035 1.294 0.07 0.02 -0.01 0.1204
H 1.247 3.138 0.206 0.01 0.07 0.01 0.1162
H 2.207 2.756 -1.232 0.08 0.06 0.12 0.1225
H -0.199 0.245 1.314 0.00 0.21 0.04 0.1067
H -0.245 1.973 1.755 0.05 -0.01 0.01 0.1323
```
Forces are in eV/Å.

(3)
An isolated molecule of C12H8N6O, computed with ωB97M-V with the def2-TZVPD basis set.

Output
Molar mass   252.24 g mol⁻¹
Kohn-Sham gap   8.54 eV
Energy above the lowest of the compared OMol25 structures with the same formula, charge and spin   0.0 kJ/mol
SMILES   O=C1Cc2cnc3ncnn3c2-c2ncccc2N1
Net charge   0
LUMO   -0.720 eV
DFT total energy   -23561.65732 eV

XYZ file:
```
27
Properties=species:S:1:pos:R:3:forces:R:3:lowdin_charge:R:1
O -0.784 -4.542 0.571 0.54 1.36 0.26 0.0530
C -0.346 -3.392 0.486 -0.96 -2.46 0.14 -0.4343
C 0.378 -2.699 1.635 0.46 -0.22 -0.50 -0.0559
C -0.371 -1.462 1.988 -0.73 1.68 0.92 -0.1130
C -1.133 -1.371 3.272 0.65 2.10 -1.51 -0.0266
N -1.763 -0.263 3.643 1.20 -1.30 -1.44 0.1495
C -1.692 0.775 2.741 -0.89 -0.62 0.69 -0.3778
N -2.371 1.882 2.886 0.46 1.50 -1.30 0.1315
C -2.001 2.594 1.757 -0.04 -0.75 1.26 -0.1718
N -1.151 1.988 0.943 -0.55 0.02 -0.29 0.1073
N -1.004 0.794 1.538 0.78 -1.66 0.96 -0.0048
C -0.319 -0.356 1.137 -0.54 -0.21 0.36 -0.0379
C 0.293 -0.396 -0.218 1.13 -0.50 -1.26 -0.1325
N 1.031 0.649 -0.658 -0.46 -0.55 -0.51 0.1264
C 1.548 0.604 -1.903 -0.52 -1.03 0.85 -0.1187
C 1.419 -0.491 -2.767 0.05 0.06 -0.33 -0.0458
C 0.664 -1.581 -2.345 0.64 0.55 -0.04 -0.0077
C 0.165 -1.560 -1.055 -1.05 0.47 0.57 -0.1665
N -0.574 -2.701 -0.675 0.12 0.55 0.63 0.1266
H 0.437 -3.372 2.499 -0.17 -0.01 -0.45 0.1292
H 1.424 -2.480 1.327 -0.56 0.02 0.12 0.1457
H -1.105 -2.187 3.980 -0.11 -0.21 -0.08 0.1132
H -2.343 3.598 1.581 -0.01 0.05 -0.14 0.1015
H 2.110 1.454 -2.227 0.26 0.47 0.04 0.0983
H 1.943 -0.481 -3.743 -0.58 0.03 0.68 0.1169
H 0.475 -2.476 -2.945 0.28 0.40 0.07 0.1262
H -1.160 -3.197 -1.352 0.58 0.23 0.30 0.1681
```
Forces are in eV/Å.

(4)
A cluster of 2 separate species, C2H5BrOS in total, computed with ωB97M-V with the def2-TZVPD basis set.

Output
Molar mass   157.03 g mol⁻¹
Kohn-Sham gap (spin up / spin down)   8.26 / 8.25 eV
Energy above the lowest of the compared OMol25 structures with the same formula, charge and spin   286.5 kJ/mol
Net charge   0
LUMO (spin up / spin down)   -0.411 / -0.411 eV
DFT total energy   -85077.03014 eV

XYZ file:
```
10
Properties=species:S:1:pos:R:3:forces:R:3:lowdin_charge:R:1
C 1.145 0.688 0.889 -0.81 -0.50 -2.77 -0.3451
C -0.600 -1.138 -0.123 1.15 2.09 -3.52 -1.0091
O -0.741 0.623 -1.410 0.61 -1.40 0.85 -0.3755
S -0.335 -0.261 1.255 -0.65 -0.04 2.02 0.8498
Br -2.178 -2.072 -0.446 0.39 -0.03 0.39 0.7378
H 1.085 1.616 1.393 -0.18 0.77 0.79 0.0251
H 0.950 0.930 -0.220 0.84 -0.38 1.48 0.0562
H 2.039 0.145 1.148 0.30 -0.11 -0.18 0.0369
H 0.281 -1.334 -0.805 -1.37 -0.11 0.85 0.0696
H -1.645 0.804 -1.682 -0.28 -0.30 0.09 -0.0458
```
Forces are in eV/Å.

Question: Among the records above, which one has the lowest DFT total energy?
Answer: C2H5BrOS